# 1
A 5-piece molecular cluster, C38H43N2O9S overall, computed with ωB97M-V with the def2-TZVPD basis set.

Geometry as XYZ:
```
93
Properties=species:S:1:pos:R:3:forces:R:3
C -1.2285 -2.9192 -1.7249 -0.4485 -0.0320 -0.0783
C -2.6494 -2.6000 -1.2508 0.2133 0.1000 -0.5733
S -3.7338 -3.8711 -1.9443 0.0533 -0.3016 0.2679
C -5.3355 -3.7030 -1.1088 0.0736 -0.0854 -0.1654
C -6.5491 -3.1390 -1.9148 0.2751 0.1535 -0.0046
C -7.7181 -4.1234 -1.6606 -0.0242 -0.0136 -0.1058
C -9.0840 -3.5854 -1.9796 -0.1561 -0.0507 0.2605
N -10.0452 -3.4528 -1.1631 0.1748 -0.0270 -0.1967
C -6.9268 -1.7443 -1.4078 0.2632 0.0005 0.1556
C -5.9751 -0.5830 -1.7640 0.2722 -0.0476 0.6453
C -6.8131 0.6932 -1.9738 0.3146 -0.1185 0.0777
C -5.0097 -0.2881 -0.5910 -0.2435 0.2614 -0.0936
N -5.1333 -0.8791 -2.9710 -1.5358 0.6673 -0.4558
O -4.6417 0.1932 -3.4700 0.6881 -0.2452 0.2569
C -5.6932 -1.7871 -4.0176 0.5712 -0.7367 -0.4466
C -4.5366 -2.1643 -4.9517 0.1432 0.2057 -0.0322
C -6.7460 -1.0757 -4.8745 -0.2081 -0.0683 0.1616
C -6.3055 -3.0830 -3.4293 -0.3508 0.2069 0.0019
H -0.5277 -2.2421 -1.2423 0.1092 -0.1414 -0.1048
H -1.1787 -2.7836 -2.8064 0.1157 0.0778 -0.0092
H -0.9731 -3.9607 -1.5316 0.1159 0.0268 0.2066
H -2.9391 -1.6453 -1.6866 -0.0373 0.0913 0.2567
H -2.7033 -2.5575 -0.1654 -0.1468 -0.0926 0.0731
H -5.1913 -3.1508 -0.1817 0.0241 0.0246 -0.0040
H -5.5752 -4.7209 -0.8014 0.0027 -0.0501 -0.0567
H -7.7091 -4.4755 -0.6270 -0.0450 0.1215 0.1064
H -7.5385 -5.0032 -2.2877 0.0314 -0.0625 0.0129
H -9.2706 -3.2814 -3.0103 -0.0040 0.0288 -0.0535
H -9.7519 -3.7710 -0.2374 -0.0647 0.0050 0.0655
H -7.9367 -1.4705 -1.7100 -0.0453 -0.1165 -0.2398
H -6.9488 -1.7936 -0.3156 -0.2568 0.0594 0.0527
H -7.2449 0.7561 -2.9669 -0.1284 -0.0258 -0.0071
H -7.5972 0.6893 -1.2170 -0.1190 0.0657 -0.0421
H -6.1976 1.5715 -1.8029 0.0442 0.0962 -0.1749
H -4.8745 -1.1371 0.0719 0.2518 -0.0984 -0.0995
H -4.0584 0.0703 -0.9770 0.0605 -0.0475 0.0321
H -5.4190 0.5211 0.0148 -0.0880 -0.0539 0.0741
H -3.8209 -2.8135 -4.4549 0.0138 0.0114 0.0819
H -4.9209 -2.6868 -5.8269 -0.0991 -0.0600 0.0014
H -4.0215 -1.2684 -5.2942 -0.0376 0.0245 -0.0108
H -7.6420 -0.8222 -4.3058 0.0273 0.0862 0.0263
H -6.3421 -0.1925 -5.3614 0.0465 0.1357 0.1013
H -7.0604 -1.7749 -5.6485 0.0038 -0.0108 -0.0779
H -5.7352 -3.9503 -3.7602 0.1077 -0.0084 0.1124
H -7.2838 -3.1856 -3.9026 -0.0263 -0.0388 -0.0393
C 2.4948 2.0996 0.7721 0.0222 -0.0101 0.0311
C 2.4221 0.8264 0.3957 -0.0328 0.0654 -0.0986
C 1.1898 0.2721 -0.2061 -0.0211 -0.0212 -0.0129
O 1.1146 -0.8983 -0.5290 0.0741 0.0713 0.1109
C 0.0368 1.1886 -0.3889 -0.0281 0.0238 -0.0066
C 0.1072 2.4632 -0.0162 -0.0143 -0.0338 -0.0110
C 1.3429 3.0190 0.5982 -0.0051 -0.0212 -0.0121
O 1.3983 4.1783 0.9447 -0.0183 0.0215 0.0303
H 3.3880 2.5195 1.2174 -0.0119 0.1009 -0.0733
H 3.2478 0.1414 0.5185 0.0105 -0.0411 -0.0056
H -0.8528 0.7602 -0.8349 0.0184 -0.0189 -0.0164
H -0.7203 3.1509 -0.1356 0.0182 0.0253 0.0073
C 5.5467 3.0678 5.0128 -0.0155 -0.0167 -0.0340
C 5.0698 3.0584 3.7715 -0.0051 -0.0106 0.0014
C 5.6473 3.9356 2.7206 -0.0087 0.0043 0.0162
O 5.2153 3.9280 1.5863 0.0241 -0.0599 0.0042
C 6.7732 4.8185 3.1072 0.0226 0.0149 0.0300
C 7.2519 4.8292 4.3481 -0.0254 0.0273 0.0031
C 6.6755 3.9526 5.3999 -0.0182 -0.0014 -0.0162
O 7.1099 3.9555 6.5304 0.0055 -0.0002 0.0308
H 5.1431 2.4375 5.7951 0.0161 0.0103 0.0184
H 4.2515 2.4155 3.4705 0.0107 -0.0133 -0.0063
H 7.1770 5.4479 2.3236 -0.0216 -0.0049 -0.0173
H 8.0762 5.4629 4.6462 0.0250 -0.0324 0.0215
C 1.7476 -3.5497 3.1222 -0.0077 0.0366 -0.0148
C 1.9885 -2.2747 2.8304 -0.0204 -0.0169 0.0048
C 3.2459 -1.6137 3.2577 0.0048 -0.0038 -0.0236
O 3.4669 -0.4499 2.9900 0.0327 0.0020 0.0993
C 4.2270 -2.4261 4.0180 0.0106 -0.0268 0.0266
C 3.9862 -3.7006 4.3113 0.0242 0.0413 -0.0034
C 2.7265 -4.3640 3.8862 -0.0058 0.0002 -0.0072
O 2.5086 -5.5247 4.1520 -0.0047 -0.0307 0.0144
H 0.8391 -4.0540 2.8191 0.0104 -0.0263 0.0053
H 1.2915 -1.6663 2.2686 0.0198 0.0158 -0.0225
H 5.1378 -1.9221 4.3157 -0.0085 0.0247 -0.0125
H 4.6856 -4.3128 4.8661 -0.0180 -0.0272 -0.0030
C 11.0457 3.8553 0.3425 -0.0150 -0.0166 0.0431
C 10.7544 3.9630 1.6358 0.0173 -0.0233 -0.0357
C 10.4896 5.2842 2.2564 0.0059 -0.0126 -0.0027
O 10.2201 5.3805 3.4351 -0.0010 0.0312 0.0055
C 10.5599 6.4812 1.3824 0.0063 0.0188 -0.0344
C 10.8513 6.3744 0.0890 -0.0198 0.0187 0.0413
C 11.1173 5.0523 -0.5339 0.0016 -0.0024 -0.0029
O 11.3820 4.9543 -1.7110 0.0112 -0.0005 -0.0292
H 11.2426 2.9029 -0.1327 0.0011 0.0128 -0.0299
H 10.6954 3.1052 2.2934 -0.0045 0.0192 0.0275
H 10.3622 7.4335 1.8581 0.0015 -0.0120 0.0272
H 10.9090 7.2328 -0.5678 0.0048 -0.0178 -0.0270
```
Positions in Å, forces in eV/Å.

For the gap between HOMO and LUMO (alpha / beta), the calculation gives 6.66 / 6.81 eV. As for the spin multiplicity: 2. The expectation value of S² is 0.75. As for the charge: 0. For the HOMO energy (alpha / beta), the calculation gives -8.401 / -8.554 eV. The LUMO energy (alpha / beta) is -1.745 / -1.745 eV.

---

# 2
The molecule C6H10O, computed with ωB97M-V with the def2-TZVPD basis set.

Geometry as XYZ:
```
17
Properties=species:S:1:pos:R:3:forces:R:3
C -1.7128 -0.3364 0.5278 -0.0227 -0.0619 0.0421
C -1.0814 0.7457 -0.3226 -0.1327 -0.0360 -0.0946
C 0.0512 1.5799 0.1964 0.0260 0.1209 0.1520
C 0.3143 0.5540 -0.8747 0.0319 -0.0594 -0.1577
C 1.0542 -0.7580 -0.6704 -0.0420 0.0691 0.0101
C 1.7010 -1.1019 0.6477 -0.0504 0.1208 0.3098
O 1.5796 -0.5227 1.6992 0.0532 -0.1955 -0.3707
H -2.0303 0.0367 1.5045 0.0175 0.0211 -0.0816
H -1.0210 -1.1646 0.7095 -0.1040 0.1187 0.0881
H -2.5921 -0.7595 0.0339 0.0967 0.0444 0.0055
H -1.7722 1.2484 -0.9953 0.1052 -0.0282 0.1168
H 0.0822 2.6237 -0.1024 0.0359 -0.1572 0.0326
H 0.4115 1.3762 1.1968 -0.0684 0.0077 -0.1469
H 0.4727 0.9655 -1.8695 -0.0221 -0.0909 0.1557
H 1.8479 -0.8642 -1.4190 -0.0720 0.0030 0.0263
H 0.3677 -1.6017 -0.8586 0.1997 0.0411 -0.0737
H 2.3276 -2.0211 0.5969 -0.0519 0.0823 -0.0140
```
Positions in Å, forces in eV/Å.

For the gap between HOMO and LUMO, the calculation gives 10.65 eV. As for the charge: 0. For the HOMO energy, the calculation gives -9.646 eV. The LUMO energy is 1.008 eV. For the relative energy (zero: lowest compared OMol25 entry of this formula, charge and spin), the calculation gives 0.8907 eV.

---

# 3
C7H7N as an isolated structure, computed with ωB97M-V with the def2-TZVPD basis set.

Geometry as XYZ:
```
15
Properties=species:S:1:pos:R:3:forces:R:3
C 2.5997 -0.2916 -0.5488 0.4085 1.4871 2.0335
C -1.6056 1.2300 -0.0714 0.5588 -3.4891 0.2080
C 1.5432 -0.3315 0.1485 -4.7766 0.3591 0.1498
C -1.2123 -0.0255 0.0610 -1.6571 1.0013 1.1560
C -0.2850 -1.1274 0.2024 4.1977 0.4293 -0.6094
C 2.3581 0.9761 0.4114 0.2430 -1.7883 0.1153
C -2.7297 0.2329 -0.1567 1.1371 0.1174 -1.3138
N -0.2329 -2.3847 0.1703 1.0659 2.2157 0.5647
H 3.3581 -0.7117 -1.1039 1.1688 -0.7634 -1.2417
H -1.4228 2.2503 -0.1030 0.5558 1.4867 -0.0703
H 2.8066 1.0140 1.4648 -0.3532 0.1273 -1.8124
H 2.2540 1.9320 -0.1470 -0.3664 -0.7243 0.6949
H -3.5420 0.3125 0.5834 0.5405 -0.6875 -0.3044
H -2.8898 -0.0743 -1.2031 -1.2998 0.3047 0.6402
H -0.9995 -3.0010 0.2922 -1.4229 -0.0760 -0.2104
```
Positions in Å, forces in eV/Å.

For the gap between HOMO and LUMO, the calculation gives 8.43 eV. As for the charge: 0. For the HOMO energy, the calculation gives -8.508 eV. The LUMO energy is -0.082 eV. For the relative energy (zero: lowest compared OMol25 entry of this formula, charge and spin), the calculation gives 7.5309 eV.

---

no.,calculated total energy (Eh),M (g mol⁻¹)
1,-2658.424281,703.8
2,-309.809637,98.1
3,-325.381935,105.1